Entry 1:
{
  "formula": "C15H40AsF6O15S5",
  "method": "ωB97M-V with the def2-TZVPD basis set",
  "e_homo_ha": -0.3152,
  "de_lowest_kj_mol": 194.88,
  "energy_ev": -178239.683,
  "total_charge": -1,
  "species": ["As", "F", "F", "F", "F", "F", "F", "O", "S", "O", "O", "C", "C", "C", "H", "H", "H", "H", "H", "H", "H", "H", "O", "S", "O", "O", "C", "C", "C", "H", "H", "H", "H", "H", "H", "H", "H", "O", "S", "O", "O", "C", "C", "C", "H", "H", "H", "H", "H", "H", "H", "H", "O", "S", "O", "O", "C", "C", "C", "H", "H", "H", "H", "H", "H", "H", "H", "O", "S", "O", "O", "C", "C", "C", "H", "H", "H", "H", "H", "H", "H", "H"],
  "xyz": [[-4.35461, -15.74693, -24.17555], [-4.16640, -14.67169, -22.78755], [-5.03012, -14.42354, -25.04490], [-4.49594, -16.70878, -25.65928], [-3.61542, -17.01365, -23.18335], [-5.86276, -16.40808, -23.63585], [-2.77951, -15.26563, -24.75956], [-1.27559, -20.90740, -19.91378], [-2.51425, -20.69977, -19.18827], [-2.50684, -19.88103, -18.01011], [-3.63063, -20.19285, -20.22670], [-3.47965, -20.29980, -21.66611], [-4.34638, -21.44278, -22.15908], [-3.29833, -22.27398, -18.64100], [-2.42737, -20.30209, -21.95374], [-3.81189, -19.31152, -21.99311], [-4.24344, -22.35324, -21.56844], [-4.12515, -21.73211, -23.18769], [-5.39458, -21.14512, -22.13524], [-4.35069, -22.12229, -18.42487], [-2.74533, -22.58740, -17.76264], [-3.18983, -22.88743, -19.53316], [-3.01220, -14.31430, -17.98939], [-2.26757, -15.26602, -18.76452], [-1.18121, -14.81230, -19.60042], [-1.69078, -16.41501, -17.73378], [-0.34399, -16.24945, -17.34076], [-0.09401, -17.07409, -16.08742], [-3.30980, -16.30375, -19.80324], [-0.04952, -15.20622, -17.19944], [0.33764, -16.60363, -18.12508], [-0.16617, -18.15147, -16.22085], [-0.81033, -16.71760, -15.34420], [0.91516, -16.90355, -15.70688], [-3.98238, -15.73560, -20.44538], [-3.83766, -17.01007, -19.16229], [-2.77906, -16.92302, -20.52679], [-3.82358, -15.42737, -30.30068], [-2.49108, -15.25689, -29.78302], [-1.36139, -15.77296, -30.50711], [-2.17278, -13.70094, -29.52661], [-2.90568, -12.94777, -28.56594], [-4.42802, -13.06078, -28.57531], [-2.36333, -15.92435, -28.12888], [-2.63302, -11.89814, -28.66459], [-2.55624, -13.20957, -27.56023], [-4.76742, -12.70133, -29.55202], [-4.79157, -12.28814, -27.89549], [-4.83357, -14.03941, -28.34619], [-2.44250, -17.00567, -28.07070], [-3.22010, -15.54185, -27.56614], [-1.47414, -15.57891, -27.60839], [-7.63841, -18.32374, -29.82872], [-8.76571, -18.29803, -28.94483], [-9.04508, -19.33376, -28.00007], [-8.74870, -16.93130, -28.16243], [-7.49254, -16.43499, -27.63506], [-7.77991, -15.56933, -26.44016], [-10.23179, -17.92605, -29.93878], [-7.02864, -15.88878, -28.45904], [-6.80483, -17.23314, -27.35331], [-8.19542, -16.12924, -25.60335], [-8.38198, -14.67555, -26.62483], [-6.87544, -15.10279, -26.04583], [-11.01209, -17.64316, -29.23087], [-10.59243, -18.78209, -30.49917], [-9.98659, -17.04982, -30.53052], [-8.96978, -19.42453, -20.92952], [-8.92034, -19.60408, -22.35230], [-8.06920, -20.58467, -22.94153], [-10.45628, -19.93561, -22.84286], [-11.45989, -19.07909, -22.31209], [-12.15856, -19.69042, -21.10668], [-8.67152, -17.96707, -23.15496], [-12.20276, -18.94481, -23.10291], [-11.08197, -18.07701, -22.09440], [-11.40016, -20.02617, -20.39746], [-12.68573, -20.58085, -21.44563], [-12.76315, -18.93029, -20.61625], [-7.58361, -17.90208, -23.18412], [-9.02817, -17.08679, -22.62738], [-9.11280, -18.00488, -24.14725]],
  "mulliken_charge": [2.02, -0.53, -0.53, -0.50, -0.50, -0.39, -0.53, -0.65, 1.15, -0.57, -0.19, 0.01, -0.82, -1.03, 0.36, 0.04, 0.16, 0.36, 0.18, 0.30, 0.39, 0.32, -0.62, 1.12, -0.62, -0.24, -0.22, -1.15, -0.90, 0.39, 0.26, 0.23, 0.31, 0.38, 0.37, 0.39, 0.24, -0.55, 1.15, -0.64, -0.35, -0.44, -0.68, -0.72, 0.36, 0.31, 0.33, 0.41, -0.02, 0.42, 0.04, 0.36, -0.62, 1.16, -0.60, -0.24, -0.13, -0.49, -0.90, 0.20, 0.36, -0.12, 0.37, 0.07, 0.30, 0.37, 0.29, -0.66, 1.34, -0.61, -0.38, -0.31, -1.07, -1.09, 0.39, 0.25, 0.29, 0.30, 0.34, 0.33, 0.43, 0.43]
}

---

Entry 2:
{
  "formula": "C15H40AsF6O15S5",
  "method": "ωB97M-V with the def2-TZVPD basis set",
  "e_homo_ha": -0.2662,
  "de_lowest_kj_mol": 2304.80,
  "energy_ev": -178217.815,
  "total_charge": -1,
  "species": ["As", "F", "F", "F", "F", "F", "F", "O", "S", "O", "O", "C", "C", "C", "H", "H", "H", "H", "H", "H", "H", "H", "O", "S", "O", "O", "C", "C", "C", "H", "H", "H", "H", "H", "H", "H", "H", "O", "S", "O", "O", "C", "C", "C", "H", "H", "H", "H", "H", "H", "H", "H", "O", "S", "O", "O", "C", "C", "C", "H", "H", "H", "H", "H", "H", "H", "H", "O", "S", "O", "O", "C", "C", "C", "H", "H", "H", "H", "H", "H", "H", "H"],
  "xyz": [[22.03831, -11.33805, -4.53592], [21.61533, -13.02958, -4.22403], [23.24827, -11.42191, -3.25822], [22.34988, -9.62027, -4.85160], [20.83721, -11.28006, -5.88955], [20.79742, -10.91191, -3.33327], [23.18308, -12.03154, -5.76556], [22.54534, -8.89438, -9.27485], [23.44010, -9.42733, -8.25294], [24.75368, -9.89429, -8.67424], [23.68538, -8.24678, -7.11123], [22.54096, -7.54508, -6.69907], [23.04337, -6.91248, -5.41699], [22.70404, -10.66822, -7.16325], [21.70283, -8.22644, -6.55283], [22.37062, -6.68216, -7.34285], [24.02566, -6.48437, -5.61686], [23.13281, -7.64014, -4.61038], [22.39111, -6.11099, -5.07016], [21.69519, -10.36739, -6.88073], [23.37313, -10.74477, -6.30618], [22.51412, -11.58157, -7.72700], [21.64484, -13.42310, -11.02596], [22.47395, -13.27748, -9.84287], [23.13974, -12.02139, -9.67527], [21.66884, -13.49135, -8.39552], [22.36359, -13.25383, -7.23198], [21.77181, -13.96498, -6.06523], [23.69604, -14.70622, -9.67835], [22.14607, -12.20144, -7.04959], [23.43556, -13.43948, -7.29913], [21.77793, -15.05076, -6.16087], [20.79497, -13.58359, -5.76785], [22.46915, -13.81141, -5.24168], [23.02649, -15.52664, -9.42008], [24.44168, -14.47987, -8.91620], [24.06288, -14.97817, -10.66809], [19.17938, -12.81794, -1.15354], [20.16104, -12.50173, -0.08955], [20.01231, -12.84464, 1.32787], [21.53954, -13.27092, -0.62978], [21.88837, -13.14343, -1.94092], [23.31548, -13.77718, -2.11340], [20.62027, -10.64913, -0.27213], [21.94549, -12.09464, -2.23226], [21.15981, -13.69615, -2.53404], [24.05701, -13.30124, -1.47175], [23.66484, -13.67986, -3.14131], [23.22859, -14.85209, -1.95489], [20.05313, -10.17924, 0.53140], [20.30790, -10.33900, -1.26929], [21.69334, -10.52036, -0.13059], [16.57562, -11.13827, -6.46505], [16.99692, -10.22962, -5.40059], [16.14223, -9.14915, -4.96617], [17.50657, -11.14855, -4.11997], [18.00328, -12.39484, -4.44784], [18.21673, -13.17257, -3.21108], [18.67363, -9.55331, -5.94537], [18.95655, -12.36572, -4.97560], [17.32358, -13.02243, -5.02424], [18.41778, -14.23539, -3.34557], [17.40902, -12.90907, -2.52824], [19.07670, -12.81711, -2.64343], [19.12045, -9.00080, -5.11883], [18.52376, -8.91396, -6.81535], [19.28570, -10.40301, -6.24781], [19.70418, -6.47642, -4.84686], [20.05452, -7.28358, -3.65103], [20.33211, -6.63048, -2.40774], [18.85718, -8.32067, -3.28966], [18.98996, -9.08322, -2.07561], [18.34680, -10.46552, -2.15242], [21.40182, -8.47842, -4.12165], [18.51041, -8.45966, -1.32110], [20.01145, -9.21762, -1.71980], [18.53374, -11.09282, -3.02400], [17.26611, -10.34179, -2.22242], [18.47796, -11.07393, -1.25758], [22.31799, -7.94491, -4.37487], [21.05849, -8.98054, -5.02613], [21.50373, -9.24782, -3.35632]],
  "mulliken_charge": [1.37, -0.65, -0.41, 0.36, -0.58, 0.72, -0.56, -0.74, 1.47, -0.72, -0.41, 0.07, -1.54, 0.95, 0.16, 0.40, 0.53, 0.65, 0.40, -0.21, 0.47, -1.28, -0.61, 1.08, -0.55, -0.53, 0.97, -1.17, -0.98, 0.59, 0.01, 0.47, 0.08, 0.11, 0.37, 0.30, 0.39, -0.61, 1.03, -0.69, -0.57, 1.46, -1.47, -0.96, -0.57, 0.09, 0.35, 0.26, 0.38, 0.44, -0.67, 0.48, -0.68, 1.30, -0.68, -0.39, -0.68, -1.16, -0.21, 0.28, 0.45, 0.48, 0.40, 0.01, -0.29, 0.63, -0.37, -0.68, 1.52, -0.82, -0.48, -0.58, -1.39, -0.10, 0.46, 1.04, 0.36, 0.71, 0.42, -0.46, 0.05, -0.09]
}

---

Entry 3:
{
  "formula": "C15H40AuIOP2Si2",
  "method": "ωB97M-V with the def2-TZVPD basis set",
  "e_homo_ha": [-0.4619, -0.5220],
  "de_lowest_kj_mol": 449.84,
  "multiplicity": 3,
  "energy_ev": -64355.859,
  "s2": 2.01,
  "total_charge": 2,
  "species": ["C", "I", "H", "H", "H", "Au", "P", "C", "C", "H", "H", "H", "H", "H", "H", "C", "H", "H", "H", "P", "C", "C", "H", "H", "H", "C", "H", "H", "H", "H", "H", "H", "C", "O", "C", "Si", "C", "C", "C", "Si", "C", "C", "C", "H", "H", "H", "H", "H", "H", "H", "H", "H", "H", "H", "H", "H", "H", "H", "H", "H", "H", "H"],
  "xyz": [[-0.55687, 1.33519, -2.28979], [0.24903, 0.20392, 0.12605], [-0.40766, 0.98175, -3.32801], [-1.55654, 1.76594, -2.08017], [-0.48490, 0.29520, -1.78660], [3.70478, 0.06512, -3.88223], [0.99843, 2.65071, -2.39234], [-0.02811, 3.92471, -1.56320], [2.56582, 3.31493, -1.54476], [2.60326, 4.42224, -1.59181], [1.36600, 4.78597, -3.64865], [3.49271, 2.94359, -2.00465], [2.34295, 3.48188, -4.35441], [0.35291, 4.15932, -0.55350], [2.53413, 3.04170, -0.48561], [1.35734, 3.70940, -3.91964], [-0.00151, 4.86331, -2.12152], [0.60861, 3.57258, -4.69542], [-1.06118, 3.59092, -1.44846], [1.57457, -1.41155, -2.63461], [0.12717, -2.22843, -1.69326], [1.63182, -2.59363, -4.01899], [3.78224, -1.80437, -1.75744], [2.70517, -3.21476, -1.54121], [2.57032, -1.77243, -0.47501], [2.77948, -2.12848, -1.49895], [2.53340, -2.40391, -4.56656], [1.60681, -3.59961, -3.53264], [-0.03217, -3.26746, -1.97237], [-0.82645, -1.70482, -1.79916], [0.75489, -2.43577, -4.63754], [0.41291, -2.23181, -0.61100], [-3.18267, 0.50619, -0.18801], [-3.75552, 0.98757, -1.13306], [-0.96775, 0.91265, 3.65747], [-2.36513, 0.89777, 2.38566], [-3.87146, 0.33217, 3.38985], [-2.51339, 2.68890, 1.91364], [-2.57994, -0.09737, 0.80683], [0.31159, -2.61646, 2.13309], [-1.17002, -2.88362, 3.28699], [0.81916, -4.33296, 1.45811], [1.75946, -1.91298, 3.12952], [-1.39698, 1.39798, 4.52914], [-0.09092, 1.44951, 3.33754], [-0.65009, -0.05982, 4.04440], [-4.01608, 0.92574, 4.30290], [-4.73738, 0.36228, 2.75155], [-3.72279, -0.71195, 3.72765], [-2.93807, 2.85098, 0.93031], [-1.53508, 3.20814, 1.94685], [-3.16959, 3.16860, 2.67788], [-2.37472, -1.16606, 0.71236], [-2.02026, -3.31955, 2.72850], [-0.88918, -3.59567, 4.08466], [-1.51755, -1.94774, 3.76973], [1.02961, -5.01538, 2.28772], [0.01027, -4.77271, 0.84646], [1.73196, -4.26588, 0.82667], [2.66242, -1.91635, 2.50893], [1.53737, -0.85621, 3.44152], [1.90337, -2.52917, 4.00863]],
  "nbo_charge": [-0.82, -0.03, 0.26, 0.26, 0.26, 0.01, 1.27, -0.94, -0.84, 0.28, 0.27, 0.26, 0.26, 0.25, 0.25, -0.88, 0.26, 0.26, 0.23, 0.77, -0.92, -0.93, 0.25, 0.23, 0.22, -0.96, 0.25, 0.23, 0.24, 0.21, 0.25, 0.19, 0.76, -0.39, -1.09, 1.63, -1.10, -1.14, -0.87, 1.80, -1.19, -1.16, -1.18, 0.27, 0.24, 0.23, 0.26, 0.24, 0.24, 0.23, 0.25, 0.28, 0.30, 0.26, 0.31, 0.26, 0.30, 0.26, 0.26, 0.26, 0.27, 0.28]
}